Entry 1:
Formula: C7H17N2S
Source: the OMol25 dataset
Level of theory: the ωB97M-V functional and the def2-TZVPD basis

Atoms and positions in Å:
C: -0.35519 -1.00079 -1.85483
N: -0.32378 -0.08117 -0.70524
C: -1.35815 -0.35503 0.24697
C: -2.30124 0.77058 0.55644
C: -1.69854 1.57811 1.71581
S: 0.01233 2.27094 1.37653
N: 0.82030 0.80721 1.48617
C: 1.06347 -0.04137 -0.04820
C: 1.61117 -1.41984 0.37677
C: 1.94851 0.85569 -0.79476
H: -0.32714 -1.99669 -1.48078
H: -1.24466 -1.01275 -2.49951
H: 0.47817 -0.89151 -2.46947
H: -0.28058 0.92895 -0.95176
H: -0.94057 -0.73674 1.09913
H: -2.03758 -1.08348 -0.18386
H: -2.41025 1.27024 -0.40650
H: -3.33025 0.28922 0.84553
H: -2.38005 2.40979 1.90287
H: -1.55976 1.21056 2.63191
H: 1.80608 0.89631 1.74249
H: 1.13068 -2.00011 1.32071
H: 2.63970 -1.40770 0.81732
H: 1.64596 -2.09354 -0.43441
H: 1.67663 1.93981 -0.88486
H: 2.04493 0.38633 -1.82380
H: 2.79199 0.78410 -0.23350

Atomic forces in eV per Å
C -1.1 -0.6 -0.3
N 2.3 1.5 -0.2
C -3.4 -1.0 -1.1
C -0.4 -0.9 1.5
C -0.6 3.5 -3.9
S -1.2 0.2 -0.5
N 0.6 -2.7 -2.7
C -1.1 0.5 4.5
C -0.1 -0.4 3.1
C -1.5 -0.2 -3.3
H 0.1 -0.7 0.6
H 0.0 0.9 0.6
H 1.4 0.5 -1.0
H -1.1 -0.5 -0.4
H 1.1 -1.1 2.1
H 0.5 -0.6 -0.2
H -0.4 0.8 0.4
H 1.9 1.1 -0.4
H 0.3 0.5 -0.1
H 0.2 -2.7 3.3
H -0.4 0.3 0.3
H 0.1 1.7 -2.4
H -0.5 0.7 -0.8
H 0.1 -0.8 -1.0
H -0.3 -1.1 0.2
H 0.6 0.9 1.0
H 3.1 0.1 0.8

## Properties
E_tot   -21341.1404 eV
Total charge   +1
Structure (SMILES)   C[N@H+]1CCCSNC1(C)C

Entry 2:
Formula: C7H17N3
Source: the OMol25 dataset
Level of theory: the ωB97M-V functional and the def2-TZVPD basis

Atoms and positions in Å:
C: 0.02210 0.11562 0.33082
C: 0.77020 0.21707 1.60032
C: -2.30693 -0.17487 0.46472
C: -3.76692 0.18745 0.56899
C: -1.56290 2.02906 0.05127
C: 0.28873 -0.45127 -1.92118
C: 4.35093 -1.24900 0.10738
N: -1.30576 0.61567 0.30405
N: 0.69567 -0.42507 -0.59445
N: 3.35609 -1.44676 -0.61590
H: 1.48957 -0.58292 1.60765
H: 1.28286 1.19643 1.86876
H: -2.16190 -1.22205 0.24135
H: -4.02829 0.36396 -0.53568
H: -4.00937 1.12059 1.10342
H: -4.20328 -0.76069 0.83266
H: -2.31949 2.16435 -0.70674
H: -1.74672 2.55803 0.91533
H: -0.72627 2.49804 -0.48003
H: 0.54262 -1.46919 -2.32621
H: -0.76416 -0.33892 -1.94242
H: 0.87196 0.21183 -2.47445
H: 0.11955 0.11514 2.43538
H: 4.23047 -0.50304 0.91704
H: 5.32677 -1.55223 0.04371
H: 2.42623 -0.93102 -0.52597
H: 3.12825 -2.28619 -1.26982

Atomic forces in eV per Å
C 2.9 -0.7 0.1
C 0.2 1.5 1.5
C -1.4 0.1 -1.0
C 1.6 0.5 -1.9
C 1.3 0.4 -2.2
C -0.7 -3.2 -0.8
C -1.0 2.8 2.0
N -1.3 0.1 -0.5
N 0.3 1.0 1.4
N -3.2 -2.5 -2.2
H 0.3 -0.1 0.2
H -0.5 -0.9 -1.0
H 0.6 -0.4 0.8
H 0.0 -0.2 1.2
H 0.0 -0.7 0.1
H -0.9 0.2 0.5
H -0.8 -0.4 0.2
H -0.6 1.1 1.9
H 0.4 -0.4 0.6
H -0.4 0.8 0.1
H -1.1 0.5 -1.1
H 0.6 1.5 -1.1
H -0.6 -0.4 0.9
H -0.1 -0.1 -0.6
H 2.1 -2.0 -0.7
H 0.5 -0.1 0.7
H 1.8 1.8 1.0

## Properties
E_tot   -11986.1592 eV
Total charge   +2

Entry 3:
Formula: C7H17NO
Source: the OMol25 dataset
Level of theory: the ωB97M-V functional and the def2-TZVPD basis

Atoms and positions in Å:
C: -0.77680 1.46984 1.80281
C: -1.61472 1.44073 3.05997
C: -1.14383 2.55405 0.81452
N: 0.53055 1.17664 1.81454
O: -1.41516 -0.18829 0.85326
H: -2.27794 -0.36372 0.46761
H: 0.79939 0.64080 2.63766
H: 0.59209 0.17876 0.72064
H: -1.70012 2.43619 3.49647
H: -1.19816 0.75481 3.80375
H: -2.61924 1.09476 2.79975
H: -2.03430 2.24765 0.27025
H: -0.36711 2.68274 0.06386
H: -1.32801 3.50268 1.31244
C: -0.12726 -0.61395 -0.22749
C: 2.38625 -2.53006 -1.86958
C: 1.56034 -1.38404 -2.34493
C: 0.93917 -1.30109 -3.50533
H: 2.27791 -3.39388 -2.53107
H: 3.43712 -2.25111 -1.80908
H: -0.69376 -0.51675 -1.16531
H: 1.37222 -0.58002 -1.58273
H: -0.01857 -1.68426 0.00283
H: 2.07611 -2.83139 -0.86708
H: 0.83768 -2.17073 -4.16066
H: 0.50613 -0.37036 -3.85710

Atomic forces in eV per Å
C 2.7 1.6 1.0
C -0.2 -0.8 -0.4
C -0.4 -0.9 -0.7
N -1.4 -0.4 -0.2
O 1.4 -1.2 -1.2
H 0.0 0.0 -0.3
H -0.3 0.0 0.1
H -0.7 -0.2 -2.3
H 0.1 0.0 -0.1
H -0.1 0.1 -0.2
H 0.0 0.1 0.2
H -0.3 0.3 0.1
H 0.2 0.0 0.2
H 0.0 0.0 0.2
C -2.4 0.9 4.0
C -0.4 -0.4 0.1
C -0.2 0.7 1.1
C -0.2 -0.2 -0.6
H 0.1 0.1 0.0
H 0.1 0.0 0.0
H 0.9 0.5 0.2
H 1.0 -0.4 -1.1
H 0.0 0.3 -0.1
H 0.1 0.0 0.0
H 0.4 0.3 -0.1
H -0.4 -0.2 0.2

## Properties
E_tot   -11067.3787 eV
Total charge   0

Entry 4:
Formula: C7H17NO
Source: the OMol25 dataset
Level of theory: the ωB97M-V functional and the def2-TZVPD basis

Atoms and positions in Å:
C: 1.48749 0.76902 -0.35540
C: 2.94400 0.29609 -0.29612
C: 1.35751 2.21237 0.13481
C: 0.60900 -0.18665 0.44280
N: 0.51687 -1.44479 -0.03868
H: 1.14961 0.71387 -1.39558
H: 0.14687 -2.06854 0.67781
H: 0.74707 -0.04555 1.52651
H: 3.03192 -0.72691 -0.65892
H: 3.58177 0.94353 -0.90192
H: 3.31714 0.32606 0.73181
H: 1.98302 2.87951 -0.46285
H: 0.32649 2.55684 0.07210
H: 1.68168 2.29643 1.17645
C: -1.56069 -0.76274 -1.18389
C: -1.78808 0.41713 1.38642
C: -2.22775 -2.03434 -0.78498
O: -0.96199 0.45419 0.23942
H: -2.24465 0.05794 -1.37325
H: -0.77325 -0.82969 -1.91596
H: -1.52082 1.22395 2.07410
H: -2.82723 0.56806 1.07940
H: -1.70691 -0.54587 1.90739
H: -3.04829 -2.23290 -1.48738
H: -2.68444 -1.96374 0.20437
H: -1.53633 -2.87328 -0.79850

Atomic forces in eV per Å
C -0.2 0.1 0.0
C -0.2 0.0 0.0
C 0.1 -0.1 -0.1
C 0.9 -1.6 -0.3
N 0.3 0.7 0.3
H 0.0 0.0 0.0
H 0.1 0.1 0.1
H -0.3 0.1 0.0
H 0.0 0.0 0.0
H 0.0 0.0 0.0
H 0.0 0.0 0.0
H 0.0 0.0 0.0
H 0.0 0.0 0.0
H 0.0 0.0 0.0
C -0.3 1.3 0.9
C -0.1 -0.2 -0.2
C 0.2 0.0 0.2
O -0.7 -0.7 -1.2
H -0.1 -0.1 -0.1
H 0.2 0.1 0.3
H 0.1 0.0 -0.1
H 0.0 0.0 0.0
H 0.0 0.0 0.0
H 0.1 0.2 0.0
H 0.0 0.0 0.0
H 0.0 0.1 0.0

## Properties
E_tot   -11068.2290 eV
Total charge   0

Entry 5:
Formula: C7H17NO
Source: the OMol25 dataset
Level of theory: the ωB97M-V functional and the def2-TZVPD basis

Atoms and positions in Å:
C: -0.77467 -2.49223 0.52158
C: -0.66092 -1.62591 -0.67285
N: 0.78034 -1.25076 -0.95197
C: 1.35619 -2.31135 -1.76988
C: 1.63617 -0.58769 -0.13110
C: 1.16621 0.15352 1.03690
O: 2.86092 -0.65167 -0.21227
H: -1.81816 -2.17764 0.92907
H: 0.08852 -2.47976 1.24541
H: -0.66049 -3.60079 0.26891
H: -1.15939 -1.97455 -1.54507
H: -1.12640 -0.67559 -0.29768
H: 1.13448 -2.17739 -2.88024
H: 2.45408 -2.37315 -1.85747
H: 1.06124 -3.34398 -1.46961
H: 0.24124 0.75519 0.88744
H: 0.85142 -0.42305 1.91176
H: 1.89304 0.74508 1.61521
C: -1.42169 2.85680 -0.17015
C: -0.94177 3.68835 1.06008
H: -2.24267 2.26955 0.22856
H: -1.66976 3.54381 -1.00938
H: -0.64910 2.21607 -0.59440
H: -1.52564 4.64258 1.15815
H: -0.01181 4.23200 0.75940
H: -0.86138 3.04257 1.93956

Atomic forces in eV per Å
C -0.7 -2.7 1.2
C 2.0 3.8 2.0
N -0.7 -1.9 -1.3
C 1.0 -0.7 -2.4
C 1.7 -0.4 1.1
C -2.5 1.8 2.4
O -0.3 -0.4 -1.1
H 1.9 -1.4 0.1
H -1.2 1.1 -0.4
H -1.0 1.2 0.1
H -0.1 -0.2 -0.7
H 0.2 -0.5 -1.1
H -0.5 -0.1 1.4
H -0.4 0.6 0.9
H -0.2 0.8 0.0
H 0.7 -0.1 -0.2
H -0.2 -1.1 -0.5
H 0.3 0.2 -1.4
C 0.3 1.2 0.4
C 0.7 1.5 -1.9
H -0.4 -0.2 -0.8
H -0.4 -0.6 0.6
H 0.1 -0.2 0.4
H -0.4 -1.4 0.6
H 0.1 -1.1 0.7
H 0.1 0.7 0.0

## Properties
E_tot   -11070.7422 eV
Total charge   0
Structure (SMILES)   CCN(C)C(C)=O.CC

Entry 6:
Formula: C7H17NO2
Source: the OMol25 dataset
Level of theory: the ωB97M-V functional and the def2-TZVPD basis

Atoms and positions in Å:
C: -1.33769 -0.99165 0.52135
C: -2.70828 -0.60429 -0.02327
C: -0.20457 -0.79300 -0.52003
O: -1.33473 -2.35437 0.96621
O: -0.50015 -0.37134 -1.69684
H: -1.53954 -2.91642 0.20865
H: -1.12448 -0.42714 1.42973
H: 0.49722 -1.63437 -0.49178
H: -2.75791 0.44928 -0.29972
H: -2.93266 -1.17927 -0.92303
H: -3.47032 -0.80588 0.72955
C: 1.35544 0.29212 0.40941
C: -0.38296 2.17247 -0.09403
C: 2.32718 0.26150 -0.75002
C: 1.65905 -0.68163 1.53840
N: -0.51018 2.08820 -1.39009
H: 1.40289 1.27766 0.86949
H: 0.13528 2.63230 -1.94959
H: -0.69721 1.03155 -1.75070
H: 0.24219 2.93747 0.34599
H: -1.09074 1.66142 0.53436
H: 3.30230 0.68123 -0.47725
H: 2.49075 -0.75925 -1.10558
H: 1.94486 0.82649 -1.60647
H: 1.69399 -1.71772 1.19570
H: 2.62766 -0.44630 1.99597
H: 0.91258 -0.62910 2.33361

Atomic forces in eV per Å
C 0.1 -0.1 -0.1
C 0.1 -0.1 0.0
C 0.8 0.8 0.9
O -0.1 0.1 -0.1
O -0.2 0.7 -0.5
H 0.0 0.1 0.0
H 0.0 0.0 0.0
H 0.0 -0.1 0.1
H 0.0 0.0 0.0
H 0.0 0.0 0.0
H 0.0 0.0 0.0
C -0.7 -1.0 -0.5
C -0.2 0.2 -1.1
C 0.0 0.0 0.1
C 0.1 0.1 -0.1
N 0.3 -0.2 0.7
H -0.2 0.1 0.0
H 0.0 0.0 0.1
H -0.2 -0.5 0.3
H 0.0 0.0 0.0
H 0.0 -0.2 0.1
H 0.0 0.0 0.0
H 0.0 0.0 0.0
H 0.0 0.0 0.0
H 0.0 0.0 0.0
H 0.0 -0.1 0.0
H 0.0 0.0 0.0

## Properties
E_tot   -13116.0109 eV
Total charge   0

Table of HOMO-LUMO gap (eV), in record order: 9.75; 10.55; 9.59; 8.31; 10.11; 7.56
Table of energy relative to the best compared isomer or geometry (same formula, charge and spin) (kcal per mole), in record order: 70.6; 28.7; 132.8; 113.2; 55.3; 109.1
Table of HOMO level (eV), in record order: -12.3; -18.2; -8.9; -7.7; -9.3; -7.4